The following is a DFT calculation (wB97M-V/def2-TZVPD) of a molecular structure, C13H20Cl3N9PRuSSi in a non-equilibrium geometry.

Values from the calculation:
F_max ... 0.0279 Eh/bohr
Net charge ... +2
Energy above the lowest of the compared OMol25 structures with the same formula, charge and spin ... 25.0 kcal/mol
LUMO level (spin up / spin down) ... -5.7 / -7.2 eV
2S+1 ... 2
Expectation value of S² ... 0.76

The geometry in XYZ format:
```
49
Properties=species:S:1:pos:R:3:forces:R:3
Ru 0.15653 0.31576 -0.04286 1.2 -0.8 0.2
C -2.03010 0.41787 5.09956 0.0 0.0 0.0
N -1.99308 0.33458 3.64003 0.0 0.0 -0.1
C -3.08098 0.22748 2.81804 0.0 0.0 0.0
C -2.60475 0.17957 1.53713 -0.1 0.0 0.1
N -1.24747 0.25183 1.58330 0.2 0.0 -0.3
C -0.89191 0.34654 2.85241 0.0 0.0 0.2
P 0.80942 0.62586 3.41310 0.2 0.0 -0.2
C 1.65129 -0.65491 2.41275 0.1 0.0 0.2
N 1.54918 -0.80885 1.09728 -0.8 0.3 -0.1
C 2.41802 -1.79061 0.72258 0.3 0.0 0.0
C 3.07589 -2.22729 1.83281 -0.1 0.0 0.1
N 2.58160 -1.50896 2.88961 0.0 0.0 0.0
C 3.00549 -1.64439 4.28419 0.0 0.0 0.0
C 1.17584 1.99573 2.25218 0.1 -0.1 0.1
N 1.02168 1.96652 0.92599 -0.3 -0.2 0.0
C 1.41243 3.18274 0.44307 -0.1 0.2 0.1
C 1.81725 3.95432 1.48972 0.0 0.0 0.0
N 1.66724 3.19537 2.61954 0.0 -0.1 0.0
C 1.98350 3.63203 3.97988 0.0 0.0 0.0
H -3.05691 0.28664 5.42636 0.0 0.0 0.0
H -1.42030 -0.36852 5.53736 0.0 0.0 0.0
H -1.67656 1.39025 5.43538 0.0 0.0 0.0
H -4.08523 0.19014 3.20367 0.0 0.0 0.0
H -3.12793 0.11320 0.60001 0.0 -0.1 0.0
H 2.52235 -2.10892 -0.30063 0.0 0.0 0.1
H 3.83685 -2.97836 1.95560 0.0 0.0 0.0
H 3.73428 -2.44658 4.34611 0.0 0.0 0.0
H 3.46565 -0.72257 4.63196 0.0 0.0 0.0
H 2.15430 -1.89353 4.91262 0.0 0.0 0.0
H 1.35010 3.44061 -0.59741 0.0 0.0 0.1
H 2.19195 4.96281 1.52234 0.0 0.0 0.0
H 2.41861 4.62526 3.92927 0.0 0.0 0.0
H 1.08043 3.67428 4.58425 0.0 0.0 0.0
H 2.70277 2.95628 4.43574 0.0 0.0 0.0
N -3.07867 -0.73760 -1.76192 -0.1 0.0 0.1
N -2.37712 -1.60071 -2.59471 0.0 0.0 -0.3
C -1.27442 -2.24060 -2.22828 0.3 0.0 0.1
N -0.87068 -3.25015 -2.99222 -0.1 0.0 -0.2
S -0.33676 -1.97206 -0.80796 -0.3 0.4 0.3
H -3.97750 -1.15162 -1.53451 0.0 0.0 -0.1
H -3.22746 0.14338 -2.24008 0.1 0.1 0.1
H -2.73904 -1.78368 -3.52333 -0.1 -0.1 0.1
H -1.42947 -3.61400 -3.74961 0.0 0.0 0.0
H 0.00317 -3.70391 -2.78752 0.0 0.0 0.0
Cl 2.39398 2.23253 -2.61306 0.1 -0.1 0.0
Si 1.18195 0.71754 -2.04854 -0.7 0.3 -0.1
Cl -1.08252 1.78561 -1.35756 0.0 0.1 -0.4
Cl 0.70821 -0.20753 -3.79280 0.1 -0.1 0.0
```
Positions in Å, forces in eV/Å.